[1]
Entry from the OMol25 dataset: one molecule with the formula C5H12O2 in a non-equilibrium geometry (the ωB97M-V functional and the def2-TZVPD basis).

Each line ends with the Löwdin charge.
Cartesian coordinates (Å):
C  -1.6446  -0.2301  1.6315  -0.110
O  -0.3994  -0.5425  1.0671  -0.167
C  -0.1969  0.2884  -0.0525  -0.349
C  -0.5748  1.8820  0.2151  -0.039
C  1.2426  -0.0048  -0.5518  -0.126
C  1.4948  -1.2549  -1.4295  -0.269
O  1.4198  -2.4952  -0.7598  -0.065
H  -2.4788  -0.5867  1.0081  0.097
H  -1.6816  0.8658  1.6337  0.049
H  -1.6954  -0.6619  2.6330  0.097
H  -0.9131  -0.0144  -0.8392  0.136
H  -0.8623  2.3435  1.1873  0.072
H  -1.4162  2.1749  -0.4308  0.075
H  0.2963  2.4606  -0.0645  0.053
H  1.9027  -0.0914  0.3215  0.127
H  1.5686  0.8580  -1.1387  0.109
H  0.8412  -1.2459  -2.3191  0.115
H  2.5257  -1.2085  -1.8096  0.117
H  0.5716  -2.5370  -0.3018  0.079

The value obtained for the energy relative to the best compared isomer or geometry (same formula, charge and spin) is 197.4 kJ/mol. The SMILES is CO[C@@H](C)CCO. The energy comes out at -348.1296 Ha. The largest force on an atom comes out at 0.024 Eh/bohr. Its total charge is 0. As for the multiplicity: 1.

[2]
Entry from the OMol25 dataset: C5H13N as an isolated structure in a non-equilibrium geometry (the ωB97M-V functional and the def2-TZVPD basis).

Each line ends with the Löwdin charge.
Cartesian coordinates (Å):
C  -1.0351  0.6753  0.0730  -0.116
C  -0.2859  1.0777  -1.0832  0.003
C  1.1542  1.2215  -0.8126  -0.070
C  -0.6544  -0.6923  -0.4855  -0.239
C  -1.6206  -1.7453  0.1459  -0.030
N  1.9266  0.3577  1.5836  0.112
H  -0.6228  0.6555  1.1117  0.148
H  -2.1055  0.7203  0.2463  0.140
H  -0.8894  1.4215  -1.9082  0.158
H  1.4946  2.2553  -0.6851  0.122
H  1.8698  0.7910  -1.5317  0.110
H  1.5406  0.6170  0.1347  0.017
H  -0.6556  -0.9931  -1.5556  0.171
H  0.3030  -1.0877  -0.1508  0.117
H  -2.5527  -2.1231  -0.2519  0.092
H  -1.8153  -1.3515  1.1608  0.092
H  -0.9523  -2.5906  0.3772  0.098
H  2.6068  -0.4021  1.5923  0.036
H  2.2939  1.1931  2.0392  0.039

The value obtained for the energy relative to the best compared isomer or geometry (same formula, charge and spin) is 392.6 kJ/mol. The energy comes out at -252.6035 Ha. The largest force on an atom comes out at 0.080 Eh/bohr. Its total charge is +1. Its expectation value of S² is 0.755. As for the multiplicity: 2.

[3]
Entry from the OMol25 dataset: C42H42BGeN6O8Sc as an isolated structure in a non-equilibrium geometry (the ωB97M-V functional and the def2-TZVPD basis).

Each line ends with the Löwdin charge.
Cartesian coordinates (Å):
Sc  -0.4944  -0.4435  0.1618  0.862
O  2.8064  -2.2834  -2.3507  0.087
C  3.8630  -1.6830  -1.7884  -0.257
C  5.1214  -1.9955  -2.3100  -0.014
C  6.2629  -1.4361  -1.7746  -0.098
C  6.1843  -0.5583  -0.6948  -0.107
C  4.9454  -0.2582  -0.1635  -0.041
C  3.7748  -0.7975  -0.6991  -0.085
C  2.4639  -0.4801  -0.0918  -0.424
O  1.3925  -0.7176  -0.7690  -0.127
N  2.4785  -0.0024  1.1308  0.096
N  1.2045  0.0370  1.6216  -0.039
C  1.0971  0.2134  2.8780  -0.079
C  -0.2194  0.0574  3.4878  -0.267
C  -0.4021  0.2022  4.8566  -0.019
C  -1.6524  -0.0547  5.3940  -0.061
C  -2.6684  -0.4631  4.5489  -0.042
C  -2.3996  -0.5718  3.1907  -0.110
N  -1.2131  -0.3009  2.6623  0.100
H  1.9920  -1.8780  -1.9871  0.085
H  5.1675  -2.6812  -3.1461  0.115
H  7.2281  -1.6860  -2.1995  0.096
H  7.0802  -0.1162  -0.2786  0.090
H  4.8496  0.4064  0.6845  0.107
H  1.9794  0.3884  3.4879  0.131
H  0.4301  0.5076  5.4777  0.111
H  -1.8244  0.0532  6.4575  0.104
H  -3.6608  -0.6814  4.9170  0.106
H  -3.1647  -0.8821  2.4947  0.098
C  1.2389  -5.9512  0.9225  -0.027
N  0.2503  -4.8914  0.8244  -0.054
C  -1.0679  -5.1600  0.6252  -0.062
C  -1.9921  -4.1899  0.5061  0.019
C  -1.5218  -2.8293  0.5853  -0.494
O  -2.2681  -1.8210  0.4801  -0.086
N  -0.2080  -2.5849  0.7722  0.116
C  0.7264  -3.5630  0.8861  -0.484
O  1.9197  -3.3717  1.0402  0.069
H  0.7282  -6.8943  1.1081  0.082
H  1.9248  -5.7303  1.7363  0.089
H  1.8249  -6.0226  0.0054  0.097
H  -1.3247  -6.2104  0.5683  0.122
H  -3.0357  -4.3972  0.3324  0.108
O  0.2009  -0.5072  -3.4039  0.088
N  -1.1775  -0.3824  -2.9515  0.021
O  -1.2372  -0.5829  -1.6825  -0.308
C  2.6540  2.1400  -5.4324  -0.012
C  2.8758  1.7357  -3.9756  -0.459
C  4.3639  1.7187  -3.6773  0.000
O  2.3507  0.4095  -3.8351  0.157
B  1.0737  0.5242  -3.3076  -0.833
O  0.8319  1.7838  -2.7976  0.133
C  2.0197  2.5776  -2.9608  -0.441
C  2.6621  2.7360  -1.5876  0.018
C  1.6377  3.9552  -3.4867  -0.013
H  3.1485  1.4029  -6.0662  0.092
H  3.0703  3.1246  -5.6502  0.085
H  1.5918  2.1367  -5.6819  0.097
H  4.8697  1.0963  -4.4170  0.093
H  4.5700  1.3058  -2.6933  0.072
H  4.7738  2.7302  -3.7348  0.093
H  2.9586  1.7750  -1.1707  0.073
H  1.9304  3.1840  -0.9116  0.094
H  3.5382  3.3854  -1.6352  0.095
H  0.9940  3.8885  -4.3625  0.085
H  2.5397  4.5129  -3.7502  0.093
H  1.1134  4.5155  -2.7119  0.083
C  -3.8180  3.8990  -3.7912  -0.116
C  -4.5796  3.3647  -2.7630  -0.104
C  -3.9650  2.8482  -1.6278  -0.100
C  -2.5763  2.8428  -1.4840  -0.284
C  -1.8338  3.3883  -2.5333  -0.131
C  -2.4361  3.9145  -3.6673  -0.093
Ge  -1.6241  2.0422  0.0902  1.001
C  -3.2213  1.8780  1.3139  -0.324
C  -3.4434  2.6468  2.4563  -0.101
C  -4.5566  2.4440  3.2659  -0.107
C  -5.4907  1.4695  2.9412  -0.120
C  -5.2960  0.6951  1.8038  -0.106
C  -4.1706  0.8922  1.0138  -0.170
C  -0.7475  3.6686  0.8771  -0.316
C  -0.7394  4.9321  0.2841  -0.107
C  -0.0715  6.0054  0.8645  -0.104
C  0.6044  5.8439  2.0654  -0.118
C  0.6030  4.5993  2.6816  -0.102
C  -0.0587  3.5334  2.0867  -0.137
H  -4.2940  4.2899  -4.6828  0.089
H  -5.6609  3.3490  -2.8425  0.091
H  -4.5914  2.4545  -0.8386  0.078
H  -0.7576  3.3771  -2.4672  0.063
H  -1.8244  4.3269  -4.4624  0.092
H  -2.7351  3.4242  2.7229  0.089
H  -4.6998  3.0559  4.1499  0.092
H  -6.3652  1.3186  3.5637  0.089
H  -6.0151  -0.0727  1.5397  0.099
H  -4.0184  0.2532  0.1484  0.105
H  -1.2735  5.0855  -0.6466  0.086
H  -0.0814  6.9739  0.3769  0.092
H  1.1256  6.6790  2.5182  0.089
H  1.1242  4.4583  3.6221  0.093
H  -0.0434  2.5672  2.5786  0.069

The value obtained for the energy relative to the best compared isomer or geometry (same formula, charge and spin) is 99.3 kJ/mol. The energy comes out at -5418.9775 Ha. The largest force on an atom comes out at 0.024 Eh/bohr. Its total charge is -1. Its expectation value of S² is 0.754. As for the multiplicity: 2.

[4]
Entry from the OMol25 dataset: a 5-piece molecular cluster, C19H46N2O4P overall (the ωB97M-V functional and the def2-TZVPD basis).

Each line ends with the Löwdin charge.
Cartesian coordinates (Å):
C  5.6754  -3.0574  0.6010  -0.139
C  5.1815  -2.0556  -0.4503  -0.272
C  3.8707  -2.4543  -1.1622  -0.355
N  2.7129  -1.7305  -0.6867  -0.238
P  1.9411  -2.2941  0.8657  0.467
C  0.2731  -2.9187  0.0159  -0.388
C  -0.9752  -2.7065  0.8803  -0.220
C  1.1798  -0.5355  1.1313  -0.374
N  0.5636  0.1177  -0.0289  -0.167
C  0.5653  1.5713  -0.0386  -0.160
H  6.0428  -2.5560  1.4994  0.057
H  6.4850  -3.6902  0.2240  0.054
H  4.8678  -3.7184  0.9219  0.031
H  5.9641  -1.8998  -1.2023  0.080
H  4.9867  -1.0908  0.0222  0.084
H  3.9772  -2.2617  -2.2363  0.089
H  3.7531  -3.5514  -1.0538  0.081
H  2.0399  -1.5867  -1.4251  0.033
H  3.1610  -1.8813  1.5781  -0.025
H  2.5254  -3.6313  0.6845  -0.042
H  1.3678  -2.7460  2.1667  -0.035
H  0.1206  -2.4506  -0.9616  0.037
H  0.4309  -3.9897  -0.1586  0.035
H  -1.6478  -3.5715  0.8936  0.046
H  -0.6977  -2.4952  1.9188  0.028
H  -1.5772  -1.8683  0.5062  0.034
H  0.4695  -0.5991  1.9753  0.044
H  2.0238  0.0739  1.4654  0.053
H  -0.3830  -0.2192  -0.1328  0.061
H  0.7714  1.9583  -1.0459  0.058
H  1.3538  1.9404  0.6192  0.067
H  -0.3721  2.0352  0.2998  0.057
C  -0.8535  5.0520  -1.8911  -0.033
C  -0.0878  5.2692  -0.6111  -0.507
O  -0.4462  4.7995  0.4417  0.060
C  1.1713  6.1014  -0.7165  -0.027
H  -1.7305  4.4398  -1.7003  0.082
H  -1.1657  6.0042  -2.3206  0.063
H  -0.2111  4.5537  -2.6204  0.087
H  0.9331  7.0942  -1.1042  0.079
H  1.8652  5.6367  -1.4196  0.083
H  1.6405  6.1852  0.2604  0.079
C  1.2917  -6.0883  2.6385  -0.030
C  2.5876  -6.4123  1.9338  -0.518
O  3.5761  -5.7467  2.1006  0.060
C  2.5632  -7.5836  0.9748  -0.031
H  1.4342  -5.2116  3.2649  0.075
H  0.5153  -5.8755  1.9004  0.078
H  0.9569  -6.9410  3.2354  0.075
H  1.8150  -7.4082  0.1993  0.080
H  2.2811  -8.4986  1.5011  0.074
H  3.5432  -7.7027  0.5190  0.076
C  -5.0995  5.4865  -4.8850  -0.023
C  -4.4025  6.5151  -4.0273  -0.496
O  -3.3530  6.2788  -3.4793  0.071
C  -5.0900  7.8529  -3.8882  -0.025
H  -4.5170  4.5695  -4.9092  0.083
H  -6.0956  5.2816  -4.4878  0.084
H  -5.2305  5.8705  -5.8987  0.083
H  -6.0857  7.7182  -3.4613  0.084
H  -5.2208  8.3106  -4.8709  0.083
H  -4.5013  8.5072  -3.2507  0.081
C  -4.7774  -0.2554  2.0378  -0.026
C  -4.0902  -0.3280  3.3819  -0.506
O  -4.5483  -0.9780  4.2933  0.058
C  -2.8067  0.4498  3.5092  -0.017
H  -5.6840  -0.8554  2.0529  0.077
H  -5.0200  0.7817  1.7969  0.081
H  -4.1025  -0.6208  1.2613  0.078
H  -2.9920  1.5105  3.3269  0.085
H  -2.0846  0.1119  2.7619  0.076
H  -2.3876  0.3136  4.5029  0.082

The value obtained for the energy relative to the best compared isomer or geometry (same formula, charge and spin) is 0.0 kJ/mol. The energy comes out at -1503.2414 Ha. The largest force on an atom comes out at 0.008 Eh/bohr. Its total charge is -1. As for the multiplicity: 1.